{
  "formula": "C15H21ClN2O2",
  "method": "ωB97M-V/def2-TZVPD",
  "largest_force_ev_per_a": 0.4,
  "homo_lumo_gap_ev": 9.43,
  "e_above_lowest_kcal_mol": 1.0,
  "homo_energy_ev": -8.7,
  "lumo_energy_ha": 0.02688,
  "total_charge": 0,
  "smiles": "Cc1ccc(C(=O)NCCCN2CCOCC2)c(Cl)c1",
  "spin_multiplicity": 1,
  "elements": ["C", "C", "C", "C", "C", "C", "O", "N", "C", "C", "C", "N", "C", "C", "O", "C", "C", "C", "Cl", "C", "H", "H", "H", "H", "H", "H", "H", "H", "H", "H", "H", "H", "H", "H", "H", "H", "H", "H", "H", "H", "H"],
  "xyz": [[5.84, 2.28, -0.04], [4.74, 1.28, 0.03], [4.96, 0.01, 0.55], [3.92, -0.91, 0.63], [2.65, -0.60, 0.17], [1.59, -1.65, 0.32], [1.48, -2.31, 1.34], [0.84, -1.86, -0.78], [-0.30, -2.75, -0.79], [-1.62, -1.98, -0.90], [-1.87, -1.13, 0.35], [-2.76, -0.02, 0.06], [-2.70, 1.02, 1.07], [-3.56, 2.20, 0.63], [-4.90, 1.81, 0.44], [-4.98, 0.78, -0.52], [-4.14, -0.43, -0.11], [2.43, 0.68, -0.33], [0.85, 1.19, -0.85], [3.46, 1.60, -0.41], [5.69, 2.98, -0.87], [5.87, 2.86, 0.88], [6.81, 1.79, -0.16], [5.94, -0.26, 0.90], [4.09, -1.89, 1.05], [0.93, -1.23, -1.57], [-0.26, -3.32, 0.14], [-0.20, -3.44, -1.64], [-2.43, -2.70, -1.05], [-1.58, -1.32, -1.76], [-2.26, -1.77, 1.17], [-0.92, -0.71, 0.68], [-1.66, 1.35, 1.17], [-3.05, 0.66, 2.05], [-3.57, 2.98, 1.39], [-3.16, 2.61, -0.31], [-6.04, 0.51, -0.59], [-4.63, 1.15, -1.49], [-4.20, -1.19, -0.89], [-4.55, -0.86, 0.83], [3.26, 2.59, -0.80]],
  "nbo_charge": [-0.630, 0.015, -0.221, -0.138, -0.209, 0.661, -0.618, -0.605, -0.226, -0.414, -0.218, -0.443, -0.250, -0.072, -0.523, -0.072, -0.254, 0.090, -0.015, -0.275, 0.219, 0.227, 0.220, 0.215, 0.234, 0.400, 0.234, 0.197, 0.207, 0.207, 0.171, 0.205, 0.208, 0.168, 0.193, 0.164, 0.192, 0.164, 0.203, 0.168, 0.223]
}